Below is an isolated ion of composition CH2NO2S and charge -1, with properties calculated with the ωB97M-V functional and the def2-TZVPD basis.

CARTESIAN COORDINATES (ANGSTROEM)
N1 0.487 0.572 -0.320
S1 1.251 -0.792 -1.147
C1 0.823 -2.516 0.163
O1 0.333 -2.156 1.178
O2 1.131 -3.497 -0.447
H1 -0.187 1.050 -0.999
H2 -0.219 0.377 0.500

charge	-1
structure (SMILES)	NSC(=O)[O-]
energy relative to the best compared isomer or geometry (same formula, charge and spin)	0.071	eV